Entry 1:
A molecular structure, C8H10AuF6N4O5S3. Source: the OMol25 dataset; level of theory: ωB97M-V/def2-TZVPD.

Structure (XYZ):
```
37
Properties=species:S:1:pos:R:3
Au -1.075 0.834 0.416
F 1.399 -0.092 4.450
C 0.814 1.038 4.731
F -0.361 0.835 5.290
F 1.578 1.754 5.533
S 0.500 1.980 3.158
O -0.545 1.046 2.584
O 0.042 3.310 3.324
N 1.935 1.931 2.427
S 2.275 0.872 1.352
O 3.206 -0.124 1.780
O 1.113 0.413 0.549
C 3.071 2.047 0.234
F 3.388 1.399 -0.868
F 4.243 2.486 0.754
F 2.248 2.985 -0.112
C -1.154 -2.404 -4.181
N -0.748 -1.303 -3.337
C 0.241 -0.313 -3.667
C 0.146 0.647 -2.535
O 0.859 1.589 -2.370
N -0.896 0.181 -1.656
C -1.281 -1.016 -2.098
N -2.036 -1.877 -1.437
H -0.965 -2.042 -5.210
H -2.262 -2.438 -4.199
H -0.761 -3.364 -3.781
H -0.002 0.233 -4.600
H 1.230 -0.712 -3.754
H -2.672 -1.442 -0.644
H -2.067 -2.886 -1.715
C -1.020 -1.838 2.046
H -0.662 -2.247 1.141
H -2.042 -1.688 2.387
H -0.264 -1.838 2.836
S -4.468 1.252 0.623
C -3.008 0.791 0.549
```

For the HOMO energy (alpha / beta), the calculation gives -0.2343 / -0.3758 hartree. The value obtained for the largest force on an atom is 2.9 eV/A. Its energy above the lowest of the compared OMol25 structures with the same formula, charge and spin is 100.1 kJ/mol. The calculation puts the total energy at -2835.2830 a.u. As for the total charge: 0. The spin multiplicity is 4. The expectation value of S² is 3.76.

Entry 2:
A single C8H10BrClSi molecule. Source: the OMol25 dataset; level of theory: ωB97M-V/def2-TZVPD.

Structure (XYZ):
```
21
Properties=species:S:1:pos:R:3
C 1.323 -2.981 -0.903
C 0.458 -2.871 0.086
C 1.936 -1.928 -1.592
C 0.074 -1.620 0.563
C 1.508 -0.635 -1.208
C 0.599 -0.490 -0.099
C -0.278 1.690 2.240
C -3.363 3.181 -0.999
Si 0.056 1.225 0.344
Cl 0.528 0.456 3.319
Br -2.244 1.490 -0.966
H 1.710 -3.977 -1.143
H -0.099 -3.751 0.548
H 2.555 -2.124 -2.489
H -0.431 -1.551 1.467
H 1.756 0.212 -1.794
H -1.256 1.801 2.449
H 0.291 2.549 2.350
H -3.180 3.489 0.018
H -2.748 3.674 -1.686
H 0.804 2.162 -0.505
```

For the HOMO energy (alpha / beta), the calculation gives -0.2644 / -0.2644 hartree. The value obtained for the largest force on an atom is 5.0 eV/A. Its energy above the lowest of the compared OMol25 structures with the same formula, charge and spin is 484.8 kJ/mol. The calculation puts the total energy at -3634.3804 a.u. As for the total charge: 0. The spin multiplicity is 1.

Entry 3:
2 unconnected molecules or ions with the total composition C8H10BrNO. Source: the OMol25 dataset; level of theory: ωB97M-V/def2-TZVPD.

Structure (XYZ):
```
21
Properties=species:S:1:pos:R:3
Br 0.918 -2.521 1.659
C 0.487 -1.479 0.148
C -0.662 -1.779 -0.582
C -0.974 -1.003 -1.699
C -0.148 0.055 -2.078
C 0.997 0.341 -1.335
C 1.324 -0.425 -0.215
H -1.306 -2.615 -0.277
H -1.877 -1.233 -2.279
H -0.399 0.662 -2.958
H 1.652 1.173 -1.627
H 2.224 -0.208 0.375
C -1.125 1.149 0.553
C 0.264 1.355 1.117
N 0.578 0.545 2.172
O 1.053 2.178 0.674
H -1.282 1.845 -0.288
H -1.894 1.345 1.320
H -1.251 0.118 0.184
H -0.084 -0.142 2.540
H 1.505 0.640 2.594
```

For the HOMO energy, the calculation gives -0.3398 hartree. The value obtained for the largest force on an atom is 1.2 eV/A. The calculation puts the total energy at -3014.8438 a.u. As for the total charge: 0. The spin multiplicity is 1. Its SMILES is Brc1ccccc1.CC(N)=O.

Entry 4:
A molecular structure, C8H10ClN. Source: the OMol25 dataset; level of theory: ωB97M-V/def2-TZVPD.

Structure (XYZ):
```
20
Properties=species:S:1:pos:R:3
C -1.282 -0.954 -2.101
C -2.138 -0.552 -1.091
C 0.079 -0.729 -1.994
C -1.624 0.046 0.053
C 0.618 -0.127 -0.861
C -0.271 0.239 0.133
C 2.096 0.086 -0.753
C 0.533 0.787 1.823
N -0.084 0.051 2.822
Cl 0.253 2.587 1.876
H -1.670 -1.453 -2.977
H -3.200 -0.729 -1.175
H 0.738 -1.046 -2.789
H -2.287 0.342 0.851
H 2.315 1.135 -0.561
H 2.509 -0.505 0.064
H 2.592 -0.210 -1.674
H 1.597 0.623 1.754
H 0.312 0.206 3.742
H -1.087 0.200 2.858
```

For the HOMO energy, the calculation gives -0.3357 hartree. The value obtained for the largest force on an atom is 4.7 eV/A. Its energy above the lowest of the compared OMol25 structures with the same formula, charge and spin is 157.9 kJ/mol. The calculation puts the total energy at -825.7499 a.u. As for the total charge: 0. The spin multiplicity is 1.

Entry 5:
A gas-phase ion, C8H10ClN2 (charge +1). Source: the OMol25 dataset; level of theory: ωB97M-V/def2-TZVPD.

Structure (XYZ):
```
21
Properties=species:S:1:pos:R:3
C -2.715 1.994 0.444
C -2.003 0.652 0.226
C -2.732 -0.546 0.377
C -3.588 -1.389 0.499
Cl -4.551 -2.695 0.798
C -0.653 0.768 0.083
N 0.244 -0.308 -0.109
C -0.017 -1.559 -0.519
N 1.072 -2.282 -0.689
C 2.229 -1.575 -0.252
C 1.707 -0.276 0.300
H -1.887 2.616 0.515
H -3.199 1.840 1.513
H -3.503 2.145 -0.231
H -0.175 1.754 -0.057
H -0.903 -1.845 -0.904
H 0.972 -3.195 -1.106
H 2.981 -1.294 -1.056
H 2.817 -2.110 0.357
H 1.613 -0.307 1.476
H 2.311 0.651 0.011
```

For the HOMO energy, the calculation gives -0.4483 hartree. The value obtained for the largest force on an atom is 5.0 eV/A. Its energy above the lowest of the compared OMol25 structures with the same formula, charge and spin is 102.2 kJ/mol. The calculation puts the total energy at -880.1795 a.u. As for the total charge: +1. The spin multiplicity is 1. Its SMILES is C/C(C#CCl)=C/N1C=[NH+]CC1.

Entry 6:
A molecular structure, C8H10CoF3N. Source: the OMol25 dataset; level of theory: ωB97M-V/def2-TZVPD.

Structure (XYZ):
```
23
Properties=species:S:1:pos:R:3
C 1.301 0.010 -1.142
C 1.291 -1.242 -0.401
C 1.681 -0.987 0.925
C 2.015 0.393 1.050
C 1.819 1.023 -0.199
Co -0.629 0.379 -0.470
N -0.203 2.220 -0.201
C -1.773 -0.447 -1.604
C -1.423 -1.353 -0.560
H 1.811 -1.741 1.707
H 1.106 -2.223 -0.847
H 2.450 0.865 1.926
H 2.235 1.983 -0.505
H 1.302 0.114 -2.226
H -0.923 -2.274 -0.903
H -2.777 0.017 -1.553
H -1.090 2.686 -0.533
H -2.183 -1.563 0.209
H -1.415 -0.645 -2.645
F -2.368 0.953 1.680
C -1.035 0.669 1.631
F -0.384 1.650 2.340
F -0.808 -0.488 2.320
```

For the HOMO energy (alpha / beta), the calculation gives 0.0667 / 0.0540 hartree. The value obtained for the largest force on an atom is 4.0 eV/A. The calculation puts the total energy at -2047.6536 a.u. As for the total charge: -2. The spin multiplicity is 4. The expectation value of S² is 3.81.